No. 1
{
  "formula": "C3H11NO2",
  "method": "ωB97M-V with the def2-TZVPD basis set",
  "e_homo_ev": -9.220,
  "e_tot_ha": -326.0936,
  "multiplicity": 1,
  "smiles": "CNCCO.O",
  "elements": ["O", "N", "C", "C", "C", "H", "H", "H", "H", "H", "H", "H", "H", "H", "O", "H", "H"],
  "positions_angstrom": [[-1.5387, -2.7495, 3.6081], [-0.0462, -1.3090, 0.6700], [0.0000, 0.0000, 0.0000], [-0.8908, -2.7135, 2.3683], [-0.8929, -1.3439, 1.8287], [-2.4740, -2.4609, 3.5589], [0.9119, -1.5273, 0.9720], [0.9283, 0.0530, -0.5934], [0.0026, 0.8254, 0.7317], [-0.8593, 0.1340, -0.6784], [-1.5403, -3.3237, 1.7116], [0.1052, -3.1958, 2.3987], [-1.9284, -1.1808, 1.4727], [-0.6646, -0.5561, 2.5722], [1.8648, 2.8046, -3.8965], [2.1059, 2.2523, -3.1186], [0.9458, 3.1044, -3.7125]],
  "forces_ev_per_a": [[-0.4, 0.0, 1.7], [1.2, 0.5, -0.5], [0.1, -0.2, 0.0], [-1.4, -1.5, -0.4], [-0.6, 1.1, -0.9], [1.0, -0.3, -0.3], [-0.5, 0.0, -0.2], [-0.4, 0.0, 0.1], [0.0, 0.0, -0.2], [0.3, -0.1, 0.3], [0.8, 0.0, -0.3], [-0.5, 0.4, 0.5], [0.3, 0.4, 0.2], [0.0, -0.3, 0.0], [-0.7, -0.3, 1.0], [-0.3, 0.6, -0.8], [1.0, -0.3, -0.2]]
}


No. 2
{
  "formula": "C3H11NO2",
  "method": "ωB97M-V with the def2-TZVPD basis set",
  "e_homo_ev": -9.378,
  "e_tot_ha": -326.0609,
  "multiplicity": 1,
  "smiles": "C=NCC.O.O",
  "elements": ["C", "C", "C", "N", "H", "H", "H", "H", "H", "H", "H", "H", "H", "O", "H", "H", "O"],
  "positions_angstrom": [[-0.1449, -0.0937, -1.7656], [0.1266, 0.8526, -0.6243], [2.2613, 0.2941, 0.1316], [1.0143, 0.1611, 0.3794], [-0.5237, 0.3944, -2.6884], [-0.8880, -0.7995, -1.3697], [0.6624, -0.7400, -2.1090], [0.7868, 1.6306, -1.0179], [-0.7997, 1.3091, -0.2397], [2.6776, 1.3104, 0.1638], [2.9655, -0.5243, 0.2839], [-0.0735, -1.2048, 0.9170], [-0.4692, -2.5062, 1.6597], [-0.8339, -1.6750, 1.3472], [-2.7944, 1.1076, 1.5272], [-1.9414, -0.1973, 1.4939], [-2.0258, 0.6807, 1.9109]],
  "forces_ev_per_a": [[-1.2, -1.2, -0.2], [1.7, 1.9, 0.5], [-0.5, 0.7, 2.4], [-0.5, -2.0, -2.6], [-0.1, 0.0, 0.8], [-0.1, 0.0, -0.6], [0.5, 0.4, 0.4], [-0.4, 0.7, -0.1], [0.5, -0.5, 0.2], [0.2, 0.0, -1.7], [0.0, 0.0, 0.6], [-0.2, 0.0, 0.4], [-0.1, 0.0, 0.1], [0.4, -0.1, -0.5], [-0.1, -0.1, 0.0], [0.0, 0.2, 0.4], [0.0, 0.0, -0.2]]
}


No. 3
{
  "formula": "C3H11NO2",
  "method": "ωB97M-V with the def2-TZVPD basis set",
  "e_homo_ev": -8.914,
  "e_tot_ha": -326.1150,
  "multiplicity": 1,
  "smiles": "C[C@@H](O)CN.O",
  "elements": ["C", "C", "C", "O", "N", "H", "H", "H", "H", "H", "H", "H", "H", "H", "H", "H", "O"],
  "positions_angstrom": [[-0.0374, -0.9131, -0.5257], [-0.4988, 0.5400, -0.6602], [-1.2519, 1.0092, 0.5829], [0.6316, 1.4236, -0.7731], [0.1726, -1.6441, -1.7429], [-0.7979, -1.4471, 0.0467], [0.8552, -0.8697, 0.1114], [-1.1574, 0.6917, -1.5185], [-1.1414, 2.0856, 0.6730], [-0.8148, 0.5814, 1.4893], [-2.3103, 0.7886, 0.5710], [1.1765, 1.1540, -1.5189], [-0.3694, -2.4443, -1.9893], [0.9217, -1.3945, -2.3573], [1.3498, -0.1332, 3.2593], [1.3682, 0.5325, 1.8594], [1.9036, 0.0392, 2.4930]],
  "forces_ev_per_a": [[-0.5, -0.1, 0.1], [-0.2, 0.4, 0.3], [0.6, 0.2, 0.2], [-0.1, -0.1, 0.0], [0.3, 0.4, -0.2], [0.0, -0.1, 0.0], [0.0, -0.2, 0.0], [0.1, -0.3, -0.2], [-0.1, 0.2, -0.1], [-0.1, -0.1, 0.0], [-0.2, -0.3, -0.1], [0.0, 0.0, 0.0], [-0.1, 0.0, 0.1], [0.1, -0.1, 0.0], [-0.1, 0.1, -0.1], [0.0, 0.0, 0.1], [0.1, 0.0, -0.1]]
}


No. 4
{
  "formula": "C3H11NO2",
  "method": "ωB97M-V with the def2-TZVPD basis set",
  "e_homo_ev": -9.323,
  "e_tot_ha": -326.1137,
  "multiplicity": 1,
  "smiles": "CCNCO.O",
  "elements": ["C", "N", "C", "O", "C", "H", "H", "H", "H", "H", "H", "H", "H", "H", "H", "H", "O"],
  "positions_angstrom": [[0.6648, 0.3652, -1.0015], [-0.5320, 0.3205, -0.1532], [-1.6720, -0.3819, -0.6471], [-2.4923, 0.3266, -1.5763], [1.8894, 0.4484, -0.1139], [0.5788, 1.2163, -1.6997], [0.7057, -0.4963, -1.6662], [-0.7141, 1.2447, 0.2065], [-2.2668, -0.7473, 0.1843], [-1.3396, -1.2480, -1.1908], [-3.0141, 0.9957, -1.0956], [2.8188, 0.2350, -0.6385], [1.7744, -0.2683, 0.7194], [1.8999, 1.4058, 0.4148], [1.2088, -1.0744, 3.2543], [0.0516, -0.8829, 2.1682], [0.4388, -1.4588, 2.8354]],
  "forces_ev_per_a": [[-0.4, 0.6, -0.4], [0.6, -0.6, 0.0], [-0.3, 0.4, 0.0], [-0.3, 0.5, 0.3], [-0.3, -0.3, 0.8], [0.4, -0.1, 0.2], [-0.1, -0.3, 0.3], [-0.4, 0.0, 0.1], [-0.3, 0.1, 0.2], [0.3, -0.4, -0.2], [0.4, -0.5, -0.3], [0.1, 0.3, 0.0], [0.1, -0.1, -0.6], [0.4, 0.2, -0.4], [0.0, 0.5, -0.3], [0.4, 0.4, 0.0], [-0.4, -0.8, 0.2]]
}


No. 5
{
  "formula": "C3H11NO2",
  "method": "ωB97M-V with the def2-TZVPD basis set",
  "e_homo_ev": -9.797,
  "e_tot_ha": -326.0909,
  "multiplicity": 1,
  "smiles": "NCCCO.O",
  "elements": ["C", "C", "C", "O", "N", "H", "H", "H", "H", "H", "H", "H", "H", "H", "H", "H", "O"],
  "positions_angstrom": [[1.7050, -1.8728, -0.9638], [1.0922, -0.5851, -0.5060], [-0.2765, -0.3814, -1.0817], [-0.9610, 0.8768, -0.9953], [2.6006, -2.5875, 0.0563], [0.9309, -2.6315, -0.9752], [2.0835, -1.8125, -1.9934], [1.1247, -0.6920, 0.5729], [1.7958, 0.2082, -0.7899], [-0.1330, -0.6084, -2.1277], [-0.9873, -1.0848, -0.6004], [-0.2424, 1.5139, -1.1028], [2.3805, -3.5439, -0.1921], [3.5971, -2.4865, -0.0276], [-4.3173, 3.6279, 2.4588], [-3.0117, 4.3397, 2.4818], [-3.6283, 3.9039, 3.0995]],
  "forces_ev_per_a": [[0.5, -1.8, 0.4], [1.2, 0.8, 1.2], [-1.3, -0.7, 0.0], [1.5, 0.0, 0.3], [-1.3, 0.5, -1.1], [-0.7, 0.1, -0.5], [0.3, 0.0, 0.3], [-0.3, 0.5, 0.3], [-0.3, 0.3, 0.1], [-0.5, -0.4, -0.7], [0.5, 0.1, -0.6], [-0.4, 0.4, 0.0], [0.6, -0.2, 0.5], [0.3, 0.4, -0.4], [0.3, 0.0, 0.8], [-0.1, -0.2, 0.6], [-0.2, 0.1, -1.4]]
}


No. 6
{
  "formula": "C3H11NO2",
  "method": "ωB97M-V with the def2-TZVPD basis set",
  "e_homo_ev": [-15.053, -15.036],
  "charge": 1,
  "e_tot_ha": -325.7652,
  "multiplicity": 2,
  "s_squared": 0.7575,
  "elements": ["C", "C", "C", "N", "H", "H", "H", "H", "H", "H", "H", "H", "H", "O", "H", "H", "O"],
  "positions_angstrom": [[0.6742, -1.9912, 1.1973], [0.9164, -1.0000, 0.0886], [1.1277, 0.3556, 0.3386], [0.9814, 1.1313, -0.8592], [0.5240, -1.3703, 2.0790], [-0.1839, -2.6669, 1.0546], [1.5733, -2.6113, 1.3830], [1.1244, -1.3572, -0.9354], [1.2131, 0.9075, 1.2578], [1.8376, 1.6519, -1.0504], [0.6196, 0.7579, -1.7350], [-0.8662, 1.4153, -1.0519], [-1.3504, 2.7502, -0.6019], [-1.6191, 2.0155, -1.1688], [-1.8455, -0.2592, -0.6060], [-2.3702, 0.6108, 0.4023], [-2.3564, -0.3400, 0.2076]],
  "forces_ev_per_a": [[0.5, 1.1, -0.1], [0.2, -1.9, 1.5], [-1.8, 0.6, -4.7], [2.6, -0.9, 2.4], [-0.2, -0.4, 0.3], [0.3, 0.3, -0.3], [-0.3, 0.1, -0.3], [-0.6, 0.3, 0.5], [0.4, -0.1, 0.3], [-0.6, 1.2, 0.1], [0.4, -0.7, 0.3], [-0.8, 0.7, -0.1], [-0.3, 0.3, -0.2], [0.5, -0.2, 0.3], [-0.5, -0.7, -0.3], [-0.6, -0.2, 0.3], [0.9, 0.5, 0.0]]
}


No. 7
{
  "formula": "C3H11NO2",
  "method": "ωB97M-V with the def2-TZVPD basis set",
  "e_homo_ev": [-14.747, -14.742],
  "charge": 1,
  "e_tot_ha": -325.7906,
  "multiplicity": 2,
  "s_squared": 0.7540,
  "elements": ["C", "N", "C", "C", "O", "H", "H", "H", "H", "H", "H", "H", "H", "H", "H", "H", "O"],
  "positions_angstrom": [[1.7145, -1.6491, -1.0271], [0.6626, -0.7942, -0.5923], [-0.3739, -1.2990, 0.3141], [-1.1754, -0.1358, 0.9013], [-1.9056, 0.5380, -0.1134], [1.4461, -2.0651, -2.0010], [1.9769, -2.4292, -0.3260], [2.5777, -1.0210, -1.2778], [0.1889, -0.2410, -1.3259], [-0.9667, -1.9478, -0.3620], [0.1013, -1.8899, 1.0917], [-1.7920, -0.5411, 1.7158], [-0.4473, 0.6023, 1.2320], [-2.6845, 0.0200, -0.3905], [0.3991, 3.2019, 1.0995], [0.6380, 2.0734, 0.1511], [1.0351, 2.9082, 0.4255]],
  "forces_ev_per_a": [[0.8, 0.7, -0.3], [-1.9, -1.3, -0.6], [0.9, 0.3, 0.0], [-0.3, -0.2, -0.8], [-0.1, -0.5, -0.1], [-0.3, -0.2, -0.1], [-0.1, 0.1, 0.2], [0.1, -0.1, 0.2], [0.7, 0.5, 0.3], [-0.1, 0.1, 0.4], [0.0, -0.2, 0.0], [0.2, 0.4, -0.1], [-0.2, -0.1, 0.6], [0.3, 0.3, 0.3], [0.4, 0.3, -0.2], [0.1, 0.2, -0.2], [-0.6, -0.4, 0.4]]
}


No. 8
{
  "formula": "C3H11NO2",
  "method": "ωB97M-V with the def2-TZVPD basis set",
  "e_homo_ev": [-15.049, -15.048],
  "charge": 1,
  "e_tot_ha": -325.7473,
  "multiplicity": 2,
  "s_squared": 0.7656,
  "elements": ["C", "C", "C", "N", "H", "H", "H", "H", "H", "H", "H", "H", "H", "O", "H", "H", "O"],
  "positions_angstrom": [[0.4910, -2.2071, 2.0552], [-0.2505, -1.0806, 1.2652], [-0.5526, -1.0728, -0.0624], [-1.0145, 0.1763, -0.7175], [0.0105, -2.5675, 2.8765], [0.2484, -3.0919, 1.4142], [1.5030, -1.9964, 2.2791], [-0.2415, -0.1989, 1.9271], [-0.3153, -1.9097, -0.7281], [-1.1735, 0.8602, 0.0400], [-1.8735, 0.0864, -1.1915], [2.1851, 0.3784, -1.3131], [1.5462, -0.9176, -1.4876], [1.5123, -0.0716, -1.8803], [0.2662, 3.4241, -0.6691], [-1.1696, 2.9439, -0.5838], [-0.5137, 3.5613, -0.2559]],
  "forces_ev_per_a": [[-2.5, -0.6, -5.1], [2.6, 0.0, 3.2], [-0.8, 3.1, -2.7], [1.0, -3.4, 5.0], [-1.6, 0.1, 3.0], [1.5, 0.2, 0.2], [1.1, 0.3, -0.1], [-0.7, 0.2, -1.0], [-0.6, 0.2, 0.3], [0.5, 0.0, -0.5], [-0.9, -0.3, -1.9], [-0.6, 0.0, -1.0], [0.1, -1.9, 0.2], [1.0, 1.9, 0.6], [3.8, -0.8, -2.3], [0.1, 0.3, -0.4], [-4.0, 0.6, 2.6]]
}


No. 9
{
  "formula": "C3H11NO2S",
  "method": "ωB97M-V with the def2-TZVPD basis set",
  "e_homo_ev": -8.768,
  "e_tot_ha": -724.2872,
  "multiplicity": 1,
  "smiles": "OCNCCS.O",
  "elements": ["C", "C", "S", "N", "C", "O", "H", "H", "H", "H", "H", "H", "H", "H", "H", "H", "H", "O"],
  "positions_angstrom": [[-0.0031, 0.4111, 0.3531], [-0.5788, -0.6440, 1.2961], [-1.6993, -1.8360, 0.4949], [0.1068, 1.7040, 1.0408], [0.8885, 2.7271, 0.4373], [0.1069, 3.5819, -0.4116], [-0.5761, 0.5356, -0.5717], [1.0237, 0.1477, 0.1368], [0.2217, -1.2661, 1.6449], [-1.0880, -0.1824, 2.1260], [-0.8307, -2.3065, -0.4084], [-0.7244, 1.9806, 1.5409], [1.5432, 2.2089, -0.2546], [1.4286, 3.2864, 1.1808], [0.1894, 4.5062, -0.1646], [0.6073, -5.2462, -2.4574], [-0.6642, -5.0774, -3.1802], [0.0485, -4.5310, -2.8030]],
  "forces_ev_per_a": [[-0.2, 1.2, 0.3], [0.2, -0.4, -1.1], [-0.4, 0.2, 0.1], [0.3, -0.6, 0.7], [-1.1, -0.6, -0.8], [-0.1, 0.2, 0.0], [0.0, -0.4, 0.0], [0.1, -0.3, -0.5], [0.4, 0.0, 0.7], [-0.3, 0.0, 0.3], [0.1, 0.0, 0.0], [0.0, 0.3, -0.2], [0.6, 0.0, 0.2], [0.3, 0.5, 0.2], [0.1, -0.1, 0.2], [0.2, 0.5, 0.1], [0.1, 0.7, 0.0], [-0.2, -1.2, -0.1]]
}


No. 10
{
  "formula": "C3H11NO2S",
  "method": "ωB97M-V with the def2-TZVPD basis set",
  "e_homo_ev": -9.047,
  "e_tot_ha": -724.3117,
  "multiplicity": 1,
  "smiles": "N[C@@H](CO)CS.O",
  "elements": ["C", "O", "C", "C", "S", "N", "H", "H", "H", "H", "H", "H", "H", "H", "H", "H", "H", "O"],
  "positions_angstrom": [[0.6523, 0.7578, -1.1770], [1.8997, 1.3788, -0.9166], [-0.2855, 0.8867, 0.0083], [-1.6837, 0.3980, -0.3493], [-2.8163, 0.6601, 1.0651], [0.3403, 0.2004, 1.1313], [0.8065, -0.3005, -1.4110], [0.2002, 1.2239, -2.0553], [2.0413, 1.2852, 0.0359], [-0.3276, 1.9556, 0.2637], [-2.0488, 0.8882, -1.2453], [-1.6468, -0.6794, -0.5329], [-3.8727, 1.0943, 0.3712], [-0.2722, 0.0555, 1.9229], [0.7350, -0.6876, 0.8384], [2.8161, -2.8237, 0.4432], [1.5805, -3.5820, 0.9468], [1.8816, -2.7113, 0.6608]],
  "forces_ev_per_a": [[0.1, 0.1, -0.1], [-0.1, 0.0, 0.0], [0.0, 0.3, 0.1], [0.2, -0.5, 0.3], [0.0, 0.1, -0.1], [0.3, 0.0, -0.1], [0.0, -0.2, 0.0], [0.1, 0.1, 0.0], [0.1, 0.0, 0.0], [-0.2, -0.1, -0.1], [-0.2, 0.2, 0.0], [0.0, 0.1, -0.1], [0.0, 0.0, 0.0], [0.0, 0.1, 0.0], [-0.2, -0.2, 0.1], [-0.2, 0.0, 0.1], [0.1, 0.1, 0.0], [0.1, -0.1, 0.0]]
}


- What is the formula in the sixth record?
  C3H11NO2


What did the tenth record say?
{
  "formula": "C3H11NO2S",
  "method": "ωB97M-V with the def2-TZVPD basis set",
  "e_homo_ev": -9.047,
  "e_tot_ha": -724.3117,
  "multiplicity": 1,
  "smiles": "N[C@@H](CO)CS.O",
  "elements": ["C", "O", "C", "C", "S", "N", "H", "H", "H", "H", "H", "H", "H", "H", "H", "H", "H", "O"],
  "positions_angstrom": [[0.6523, 0.7578, -1.1770], [1.8997, 1.3788, -0.9166], [-0.2855, 0.8867, 0.0083], [-1.6837, 0.3980, -0.3493], [-2.8163, 0.6601, 1.0651], [0.3403, 0.2004, 1.1313], [0.8065, -0.3005, -1.4110], [0.2002, 1.2239, -2.0553], [2.0413, 1.2852, 0.0359], [-0.3276, 1.9556, 0.2637], [-2.0488, 0.8882, -1.2453], [-1.6468, -0.6794, -0.5329], [-3.8727, 1.0943, 0.3712], [-0.2722, 0.0555, 1.9229], [0.7350, -0.6876, 0.8384], [2.8161, -2.8237, 0.4432], [1.5805, -3.5820, 0.9468], [1.8816, -2.7113, 0.6608]],
  "forces_ev_per_a": [[0.1, 0.1, -0.1], [-0.1, 0.0, 0.0], [0.0, 0.3, 0.1], [0.2, -0.5, 0.3], [0.0, 0.1, -0.1], [0.3, 0.0, -0.1], [0.0, -0.2, 0.0], [0.1, 0.1, 0.0], [0.1, 0.0, 0.0], [-0.2, -0.1, -0.1], [-0.2, 0.2, 0.0], [0.0, 0.1, -0.1], [0.0, 0.0, 0.0], [0.0, 0.1, 0.0], [-0.2, -0.2, 0.1], [-0.2, 0.0, 0.1], [0.1, 0.1, 0.0], [0.1, -0.1, 0.0]]
}


- Which formula does entry 9 have?
  C3H11NO2S